one | Entry from the OMol25 dataset: a structure of composition CH2ClO3S (ωB97M-V/def2-TZVPD).

Element x y z (Å)
C: -0.47 0.32 0.09
O: 1.27 -0.17 1.77
O: -0.62 1.26 1.13
O: 0.71 0.25 -0.52
S: -0.21 -0.25 1.80
Cl: -0.54 -2.06 3.70
H: -1.25 -0.06 -0.57
H: 1.36 0.06 0.28

Total charge = -1
Molar mass = 129.54 g mol⁻¹
Gap between HOMO and LUMO = 7.9 eV
LUMO = 3.82 eV

Computed Mulliken charges, given in elementary charges:
1 C 0.096
2 O -0.596
3 O -0.396
4 O -0.552
5 S 0.507
6 Cl -0.810
7 H 0.322
8 H 0.428

---

two | Entry from the OMol25 dataset: a cluster of 2 separate species, CH2ClO3S in total (ωB97M-V/def2-TZVPD).

Element x y z (Å)
C: 1.16 0.07 -0.05
O: -2.04 1.17 -0.44
O: -1.27 -0.28 1.38
O: -0.41 -0.71 -0.93
S: -1.74 -0.22 -0.04
Cl: 2.30 -1.16 0.00
H: 1.36 0.83 -0.79
H: 0.65 0.30 0.87

Total charge = -1
Molar mass = 129.54 g mol⁻¹
Gap between HOMO and LUMO (alpha / beta) = 6.9 / 6.9 eV
LUMO (alpha / beta) = 3.35 / 3.35 eV

Computed Mulliken charges, given in elementary charges:
1 C -0.166
2 O -0.573
3 O -0.648
4 O -0.440
5 S 0.436
6 Cl -0.152
7 H 0.276
8 H 0.267

---

Which of them is most stable, and which least? Most stable: one; least stable: two.

---

one | Entry from the OMol25 dataset: the ion CH2ClO3S with charge -1 (ωB97M-V/def2-TZVPD).

Element x y z (Å)
C: -0.44 -0.08 0.06
O: 1.45 1.81 -0.17
O: 1.94 -0.23 1.22
O: -1.07 0.31 -1.07
S: 1.49 0.32 -0.10
Cl: -0.60 -2.14 0.21
H: -0.80 0.10 1.11
H: -1.97 -0.09 -1.27

Total charge = -1
Molar mass = 129.54 g mol⁻¹
Gap between HOMO and LUMO = 7.2 eV
LUMO = 3.51 eV

Computed Mulliken charges, given in elementary charges:
1 C -0.115
2 O -0.615
3 O -0.604
4 O -0.448
5 S 0.490
6 Cl -0.385
7 H 0.346
8 H 0.331

---

two | Entry from the OMol25 dataset: a cluster of 2 separate species, CH2ClO3S in total (ωB97M-V/def2-TZVPD).

Element x y z (Å)
C: 0.19 1.20 0.11
O: 1.05 -1.98 -0.28
O: -0.60 -1.53 1.40
O: -1.22 -1.32 -0.95
S: -0.16 -1.27 0.03
Cl: -0.02 1.94 -1.51
H: -0.41 1.76 0.79
H: 1.18 1.21 0.41

Total charge = -1
Molar mass = 129.54 g mol⁻¹
Gap between HOMO and LUMO = 8.2 eV
LUMO = 3.67 eV

Computed Mulliken charges, given in elementary charges:
1 C -0.618
2 O -0.554
3 O -0.585
4 O -0.541
5 S 0.950
6 Cl -0.238
7 H 0.279
8 H 0.309

---

Which of them is most stable, and which least? Most stable: one; least stable: two.

---

one | Entry from the OMol25 dataset: an isolated molecule of C4H4 (ωB97M-V/def2-TZVPD).

Element x y z (Å)
C: -1.94 0.48 0.02
C: -1.28 -0.69 0.07
C: 0.08 -0.64 -0.27
C: 1.22 -0.17 0.09
H: -1.89 1.25 -0.80
H: -1.69 -1.51 0.67
H: 1.99 -0.64 -0.29
H: 1.18 0.64 0.82

Molar mass = 52.08 g mol⁻¹
Gap between HOMO and LUMO (alpha / beta) = 8.5 / 7.8 eV
LUMO (alpha / beta) = -0.42 / -0.35 eV

Computed Mulliken charges, given in elementary charges:
1 C -0.379
2 C -0.023
3 C -0.054
4 C -0.666
5 H 0.248
6 H 0.285
7 H 0.331
8 H 0.257

---

two | Entry from the OMol25 dataset: an isolated molecule of C4H4 (ωB97M-V/def2-TZVPD).

Element x y z (Å)
C: -2.15 -0.38 -0.06
C: -1.08 0.13 -0.12
C: 0.19 0.68 -0.22
C: 1.60 -0.23 -0.06
H: -3.20 -0.74 -0.03
H: 0.62 1.59 -0.05
H: 2.54 0.21 0.29
H: 1.47 -1.25 0.25

Molar mass = 52.08 g mol⁻¹
SMILES = C#CC=C
Gap between HOMO and LUMO (alpha / beta) = 8.5 / 8.5 eV
LUMO (alpha / beta) = -0.08 / -0.38 eV

Computed Mulliken charges, given in elementary charges:
1 C 0.485
2 C -0.425
3 C -0.708
4 C -0.649
5 H 0.381
6 H 0.342
7 H 0.298
8 H 0.275

---

Which of them is most stable, and which least? Most stable: two; least stable: one.

---

one | Entry from the OMol25 dataset: a cluster of 2 separate species, C4H4 in total (ωB97M-V/def2-TZVPD).

Element x y z (Å)
C: -1.85 -1.44 -0.62
C: -1.47 -2.50 -0.26
H: -2.27 -0.61 -1.19
H: -1.19 -3.13 0.66
C: 1.20 1.61 0.15
C: 2.24 2.15 0.34
H: 0.06 1.58 0.04
H: 3.29 2.33 0.88

Molar mass = 52.08 g mol⁻¹
SMILES = C#C.C#C
Gap between HOMO and LUMO = 11.9 eV
LUMO = 1.13 eV

Computed Mulliken charges, given in elementary charges:
1 C -0.383
2 C -0.232
3 H 0.360
4 H 0.257
5 C -0.317
6 C -0.174
7 H 0.232
8 H 0.256

---

two | Entry from the OMol25 dataset: an isolated molecule of C4H4 (ωB97M-V/def2-TZVPD).

Element x y z (Å)
C: 1.92 0.00 0.19
C: 0.64 0.05 -0.14
C: -0.64 -0.04 -0.13
C: -1.90 0.01 0.19
H: 2.51 -0.85 0.37
H: 2.42 0.88 0.20
H: -2.57 -0.75 0.39
H: -2.50 0.89 0.21

Molar mass = 52.08 g mol⁻¹
SMILES = C=C=C=C
Gap between HOMO and LUMO = 9.6 eV
LUMO = 0.37 eV

Computed Mulliken charges, given in elementary charges:
1 C -0.871
2 C 0.330
3 C 0.375
4 C -0.878
5 H 0.272
6 H 0.256
7 H 0.276
8 H 0.241

---

Which of them is most stable, and which least? Most stable: two; least stable: one.

---

one | Entry from the OMol25 dataset: a cluster of 2 separate species, CH3IO3S in total (ωB97M-V/def2-TZVPD).

Element x y z (Å)
C: 0.18 0.14 0.00
O: 0.30 0.73 -2.96
O: 1.86 2.60 -2.18
O: 0.86 1.29 -0.49
S: 0.69 1.85 -2.04
I: 0.00 -1.81 -4.43
H: 0.81 -0.83 0.02
H: -0.69 -0.13 -0.68
H: -0.07 0.30 1.10

Molar mass = 222.00 g mol⁻¹
Gap between HOMO and LUMO (alpha / beta) = 7.1 / 6.9 eV
LUMO (alpha / beta) = -2.91 / -2.72 eV

Computed Mulliken charges, given in elementary charges:
1 C -0.484
2 O -0.413
3 O -0.372
4 O -0.257
5 S 0.777
6 I 0.030
7 H 0.232
8 H 0.247
9 H 0.240

---

two | Entry from the OMol25 dataset: an isolated molecule of CH3IO3S (ωB97M-V/def2-TZVPD).

Element x y z (Å)
C: -0.14 0.03 0.23
O: -1.54 1.77 -1.23
O: -2.31 1.44 1.01
O: -2.61 -0.53 -0.42
S: -1.74 0.82 -0.15
I: -4.50 -0.23 0.09
H: -0.23 -1.00 0.51
H: 0.51 0.04 -0.58
H: 0.53 0.39 0.97

Molar mass = 222.00 g mol⁻¹
Gap between HOMO and LUMO = 8.8 eV
LUMO = -1.41 eV

Computed Mulliken charges, given in elementary charges:
1 C -1.040
2 O -0.568
3 O -0.577
4 O -0.515
5 S 1.238
6 I 0.330
7 H 0.349
8 H 0.391
9 H 0.392

---

Which of them is most stable, and which least? Most stable: two; least stable: one.